The following is a quantum chemistry calculation of a cluster of 3 separate species, C24H41F2N6O13P2S2 in total at a distorted geometry, from the OMol25 dataset.

Computed properties:
E_LUMO, eV: 1.92
M, g/mol: 785.70
Net charge: -1
Total energy, Eh: -3924.53588
HOMO level, eV: -4.9200

Each line ends with the Mulliken charge.
CARTESIAN COORDINATES (ANGSTROEM)
C  -3.7030  2.6163  4.7773  -1.496
C  -2.2331  2.2742  4.6346  0.570
O  -1.4566  3.1819  4.6645  -0.462
N  -1.8591  0.8798  4.5922  0.845
C  -1.1845  0.5321  5.8391  0.870
C  -1.7147  -0.6496  6.6116  -1.473
O  -0.2882  1.1768  6.2863  -0.517
C  -1.2484  0.2925  3.3519  -0.242
N  -0.0661  -0.4560  3.8876  -0.722
C  0.6911  -1.1048  3.1835  0.214
S  1.9168  -1.6611  2.4251  -0.307
N  -0.8067  1.1667  2.3377  1.649
C  0.3089  2.0572  2.7000  -1.696
N  1.6101  1.7255  2.1410  -0.588
C  -1.7924  1.7764  1.4704  -0.320
C  -1.1781  2.3412  0.1709  0.339
C  -0.9553  3.8510  0.1280  -1.549
F  -0.0282  1.6552  -0.1918  -0.400
C  -2.2778  -0.8350  2.8397  0.847
F  -2.2479  -1.8224  3.7767  -0.385
O  -2.1470  -1.1520  1.5320  -0.178
C  -1.6902  -2.3317  0.9108  0.089
O  -0.5780  -1.9038  0.1579  0.309
C  -0.2807  -2.6192  -1.0085  -1.024
C  1.1664  -2.2989  -1.3570  -0.791
N  1.4744  -2.9163  -2.6664  -0.189
C  2.7751  -2.4456  -3.1584  -0.681
C  2.5524  -1.3307  -4.1949  0.357
C  2.0572  -1.9647  -5.4951  -1.553
O  1.5613  -0.4067  -3.7494  -0.423
P  -3.1239  -2.8996  -0.1940  -0.093
N  -3.6866  -1.7435  -1.1129  -0.782
C  -1.3067  -3.6213  1.7164  0.269
O  -0.1330  -4.0100  1.7396  -0.659
O  -2.3160  -4.2049  2.1877  -0.722
P  -4.1108  -0.2753  3.0470  0.358
S  -5.4268  -1.4892  2.3095  -0.450
H  -3.7853  3.5773  5.2748  0.476
H  -4.1934  2.7002  3.8124  0.267
H  -4.2061  1.8885  5.4119  0.325
H  -1.7732  -0.3777  7.6592  0.507
H  -2.6576  -0.9957  6.2012  0.192
H  -0.9778  -1.4406  6.4818  0.315
H  0.0819  3.0953  2.4696  0.518
H  0.4195  2.0302  3.7816  0.585
H  2.0968  1.1442  2.8079  0.406
H  1.5283  1.1867  1.2892  0.316
H  -2.5914  1.1111  1.1663  0.180
H  -2.2816  2.6360  1.9550  0.149
H  -1.9079  2.1465  -0.6158  0.346
H  -1.3900  4.3687  0.9808  0.395
H  -1.4386  4.2291  -0.7725  0.288
H  0.1031  4.1000  0.0564  0.386
H  -0.8868  -2.2816  -1.8562  0.088
H  -0.3522  -3.7033  -0.8977  0.437
H  1.7767  -2.8088  -0.6057  0.354
H  1.3384  -1.2302  -1.3836  0.525
H  1.5614  -3.9144  -2.5334  0.285
H  3.2956  -3.2587  -3.6652  0.585
H  3.4277  -2.1113  -2.3481  0.166
H  3.4599  -0.7440  -4.3369  0.207
H  1.6197  -1.1891  -6.1221  0.366
H  2.8740  -2.4656  -6.0107  0.413
H  1.2608  -2.6647  -5.2470  0.338
H  0.7174  -0.8691  -3.8088  0.251
H  -4.0262  -3.4054  0.7419  0.123
H  -2.6907  -4.0454  -0.8881  0.075
H  -3.6203  -2.0028  -2.0901  0.206
H  -4.2878  -0.1988  4.4334  -0.041
H  -4.2331  1.0433  2.5842  -0.044
C  6.6842  -0.0972  -1.6660  -0.314
C  6.9962  -0.1082  -3.1487  -0.318
O  7.0154  -1.5072  -3.4489  -0.350
C  6.2661  -2.1450  -2.5111  0.697
O  5.9452  -3.2838  -2.5709  -0.519
O  5.9358  -1.3029  -1.5047  -0.284
H  6.0955  0.7625  -1.3573  0.302
H  7.5828  -0.1554  -1.0488  0.266
H  6.2139  0.3685  -3.7423  0.247
H  7.9533  0.3481  -3.3886  0.304
C  -1.5628  3.0929  -5.5391  -0.357
C  -0.4589  2.5452  -4.6568  -0.126
O  -0.7440  3.1658  -3.4012  -0.252
C  -2.0559  3.4896  -3.3768  0.666
O  -2.6334  3.8520  -2.4050  -0.536
O  -2.6156  3.3322  -4.6005  -0.371
H  -1.8857  2.3931  -6.3053  0.317
H  -1.2909  4.0396  -6.0107  0.258
H  -0.5135  1.4625  -4.5342  0.090
H  0.5369  2.8129  -4.9994  0.282